#i
Below is 2 unconnected molecules or ions with the total composition C2H2OS2, with properties calculated with the ωB97M-V functional and the def2-TZVPD basis.

Properties
SMILES	O=C=C=S.S
LUMO (alpha / beta)	-2.10 / -2.09	eV
HOMO energy (alpha / beta)	-0.318 / -0.319	Eh
spin multiplicity	1
Kohn-Sham gap (alpha / beta)	0.241 / 0.242	Eh

Atoms and positions in Å:
1 C -1.5578 0.2167 -0.7742
2 C -0.5556 0.8908 -1.1608
3 O -2.6427 -0.1488 -0.4645
4 S 0.8334 1.5713 -1.5526
5 S 0.7265 -0.8428 1.5095
6 H 1.4662 -1.5534 0.8146
7 H 1.7301 -0.1338 1.6280

natural (NBO) population analysis, charges in e, atoms 1 to 6:
1 C 0.550
2 C -0.410
3 O -0.408
4 S 0.260
5 S -0.228
6 H 0.118

***

#ii
Below is 2 unconnected molecules or ions with the total composition C2H2OS2, with properties calculated with the ωB97M-V functional and the def2-TZVPD basis.

Properties
SMILES	O=C=S.C=S
LUMO	-0.45	eV
HOMO energy	-0.330	Eh
spin multiplicity	1
Kohn-Sham gap	0.313	Eh

Atoms and positions in Å:
1 C -1.3122 1.3868 -0.9846
2 C 1.1005 -0.9898 0.6745
3 O -0.5910 1.4856 -1.8709
4 S 1.1608 -1.6474 2.1233
5 S -2.4951 1.1615 -0.0106
6 H 0.2355 -1.1353 -0.1329
7 H 1.9016 -0.2614 0.2013

natural (NBO) population analysis, charges in e, atoms 1 to 6:
1 C 0.427
2 C -0.511
3 O -0.450
4 S 0.123
5 S 0.023
6 H 0.191

***

What should be chosen as the most stable of them? Choose #ii.

***

#i
Below is a molecular structure, C11H14ClF5N3O5Ru, with properties calculated with the ωB97M-V functional and the def2-TZVPD basis.

Properties
LUMO (alpha / beta)	-0.72 / -0.03	eV
expectation value of S²	0.867
HOMO energy (alpha / beta)	-0.311 / -0.311	Eh
spin multiplicity	2
Kohn-Sham gap (alpha / beta)	0.285 / 0.310	Eh

Atoms and positions in Å:
1 Ru 0.0856 0.2788 0.2196
2 N -0.7103 0.9631 4.4466
3 C -0.1200 0.8876 3.2399
4 O 0.0017 -0.1817 2.6485
5 C 0.4127 2.1701 2.6524
6 C 1.2660 1.8578 1.4593
7 H -1.1972 0.1539 4.7925
8 H -0.9264 1.8566 4.8502
9 H 0.9749 2.7088 3.4245
10 H -0.4385 2.7908 2.3689
11 H 2.1867 1.3351 1.7055
12 H 1.3909 2.6571 0.7392
13 O -0.2908 2.5607 -3.2376
14 Cl -0.0479 1.8310 -2.0534
15 O 1.3246 1.9874 -1.6220
16 O -0.9232 2.2733 -0.9848
17 O -0.2912 0.4111 -2.2619
18 N 2.3204 -0.4623 -0.4769
19 C 2.4092 -1.8835 -0.8040
20 C 1.5769 -2.6535 0.2088
21 N 0.2184 -2.1239 0.1635
22 H 2.4887 0.1517 -1.2649
23 H 2.9671 -0.2167 0.2623
24 H 3.4386 -2.2499 -0.7960
25 H 1.9961 -2.0378 -1.8021
26 H 1.9774 -2.4809 1.2100
27 H 1.6202 -3.7257 -0.0064
28 H -0.3774 -2.5126 0.8817
29 H -0.2086 -2.2806 -0.7416
30 F -2.3123 1.6509 1.8699
31 C -2.8890 0.8033 0.9871
32 C -2.1108 -0.1180 0.3102
33 C -2.8032 -0.9289 -0.5667
34 F -2.1529 -1.8874 -1.2713
35 C -4.1710 -0.8457 -0.7663
36 F -4.7883 -1.6651 -1.6210
37 C -4.9041 0.0930 -0.0653
38 F -6.2222 0.1822 -0.2357
39 C -4.2575 0.9237 0.8315
40 F -4.9548 1.8241 1.5300

natural (NBO) population analysis, charges in e, atoms 1 to 6:
1 Ru 0.897
2 N -0.795
3 C 0.721
4 O -0.640
5 C -0.565
6 C -0.400

***

#ii
Below is a molecular structure, C11H14ClF5N3O5Ru, with properties calculated with the ωB97M-V functional and the def2-TZVPD basis.

Properties
LUMO (alpha / beta)	-0.59 / -0.09	eV
expectation value of S²	0.796
HOMO energy (alpha / beta)	-0.309 / -0.307	Eh
spin multiplicity	2
Kohn-Sham gap (alpha / beta)	0.288 / 0.304	Eh

Atoms and positions in Å:
1 Ru 0.3209 -0.1321 0.4968
2 N -3.6046 -2.1532 0.4319
3 C -2.3759 -1.6558 0.6621
4 O -1.4965 -1.7064 -0.1960
5 C -2.1253 -1.0373 2.0080
6 C -0.6529 -1.0984 2.3257
7 H -3.8213 -2.5274 -0.4763
8 H -4.3276 -2.1192 1.1259
9 H -2.7440 -1.5400 2.7631
10 H -2.4507 0.0059 1.9615
11 H -0.2457 -2.1058 2.3681
12 H -0.3552 -0.4767 3.1624
13 O 2.3343 1.1827 3.9632
14 Cl 2.2400 1.0229 2.5629
15 O 3.3260 1.6644 1.8821
16 O 2.2380 -0.3896 2.2083
17 O 0.9825 1.5760 2.0700
18 N 1.4269 -2.1305 -0.1388
19 C 2.3415 -1.8967 -1.2572
20 C 3.2355 -0.7223 -0.8987
21 N 2.4110 0.4564 -0.6314
22 H 1.9343 -2.2905 0.7249
23 H 0.7765 -2.8837 -0.3135
24 H 1.7437 -1.6459 -2.1345
25 H 2.9537 -2.7747 -1.4857
26 H 3.9558 -0.5503 -1.7018
27 H 3.7891 -0.9605 0.0110
28 H 2.1758 0.9477 -1.4846
29 H 2.8752 1.0987 0.0031
30 F -1.7492 2.1587 1.0105
31 C -1.5568 2.1319 -0.3224
32 C -0.7199 1.1688 -0.8552
33 C -0.5987 1.1564 -2.2288
34 F 0.2083 0.2424 -2.8135
35 C -1.2616 2.0519 -3.0493
36 F -1.1222 2.0053 -4.3756
37 C -2.0794 3.0111 -2.4769
38 F -2.7209 3.8865 -3.2469
39 C -2.2322 3.0547 -1.1000
40 F -3.0286 3.9744 -0.5543

natural (NBO) population analysis, charges in e, atoms 1 to 6:
1 Ru 0.968
2 N -0.794
3 C 0.705
4 O -0.636
5 C -0.548
6 C -0.506

***

What should be chosen as the most stable of them? Choose #ii.

***

#i
Below is 2 unconnected molecules or ions with the total composition C2H10N4S, with properties calculated with the ωB97M-V functional and the def2-TZVPD basis.

Properties
LUMO (alpha / beta)	-9.93 / -9.99	eV
HOMO energy (alpha / beta)	-0.687 / -0.663	Eh
spin multiplicity	1
net charge	+2
Kohn-Sham gap (alpha / beta)	0.322 / 0.296	Eh

Atoms and positions in Å:
1 C -0.5604 0.6396 -0.0121
2 C -0.6843 -1.7259 0.4141
3 N 1.6855 -0.1248 0.0070
4 N -1.2418 -0.4241 0.2223
5 N 2.3201 0.9050 -0.7987
6 N -2.5798 -0.4100 0.3581
7 S -0.5006 2.1781 -0.5667
8 H -1.0853 -2.1598 1.3754
9 H -1.0838 -2.4215 -0.4557
10 H 0.3796 -1.5883 0.3408
11 H 2.1474 0.0481 0.8515
12 H 3.4124 0.9365 -0.5438
13 H 1.6821 1.7794 -0.7028
14 H 2.3667 0.3889 -1.7315
15 H -3.1133 0.3423 0.6161
16 H -3.0843 -1.3068 0.1762
17 H -0.0604 2.9433 0.4499

natural (NBO) population analysis, charges in e, atoms 1 to 6:
1 C 0.187
2 C -0.452
3 N -0.467
4 N -0.083
5 N -0.613
6 N -0.554

***

#ii
Below is 2 unconnected molecules or ions with the total composition C2H10N4S, with properties calculated with the ωB97M-V functional and the def2-TZVPD basis.

Properties
LUMO	-7.60	eV
HOMO energy	-0.620	Eh
spin multiplicity	1
net charge	+2
Kohn-Sham gap	0.341	Eh

Atoms and positions in Å:
1 C 0.7088 -4.2614 3.6033
2 C 0.1823 5.6473 -3.9077
3 N -0.5456 -4.2427 3.4317
4 N 0.2849 3.5838 -5.1585
5 N -1.5655 -4.0391 4.2941
6 N 0.7985 4.8081 -4.9725
7 S 0.7825 2.7230 -6.3706
8 H 1.1957 -4.4240 4.5423
9 H 1.4158 -4.3223 2.7996
10 H 0.2616 6.7295 -4.2371
11 H -0.9307 5.3312 -3.8345
12 H 0.5997 5.6724 -2.9286
13 H -0.7741 -3.8398 2.4952
14 H -2.3040 -4.5559 3.8493
15 H -1.5425 -4.1459 5.2957
16 H 1.4777 5.2033 -5.6424
17 H 0.0842 1.5662 -5.8198

natural (NBO) population analysis, charges in e, atoms 1 to 6:
1 C 0.044
2 C -0.452
3 N -0.221
4 N -0.238
5 N -0.576
6 N -0.240

***

What should be chosen as the most stable of them? Choose #ii.

***

#i
Below is a molecular structure, C5H10N2O, with properties calculated with the ωB97M-V functional and the def2-TZVPD basis.

Properties
LUMO (alpha / beta)	-0.82 / -0.83	eV
HOMO energy (alpha / beta)	-0.261 / -0.261	Eh
spin multiplicity	1
Kohn-Sham gap (alpha / beta)	0.231 / 0.231	Eh

Atoms and positions in Å:
1 C 0.7255 0.0795 -1.1765
2 C -1.2194 -1.8903 0.5658
3 C -1.0180 -0.4169 0.7143
4 C 1.1116 0.5344 0.6419
5 N 0.6089 1.3384 -1.8454
6 C 0.0227 0.1693 1.4300
7 O -2.1028 0.2998 0.3127
8 N 2.0919 1.3177 0.8073
9 H -1.9127 1.2405 0.4486
10 H 2.8646 1.1721 0.1561
11 H 1.2825 2.0180 -1.5102
12 H -0.3161 1.7415 -1.7573
13 H -0.0278 -0.6106 -1.5488
14 H 1.6900 -0.3869 -1.3814
15 H 0.0581 0.1778 2.5193
16 H -1.6104 -2.1551 -0.4195
17 H -0.2872 -2.4280 0.7320
18 H -1.9613 -2.2012 1.3111

natural (NBO) population analysis, charges in e, atoms 1 to 6:
1 C -0.345
2 C -0.741
3 C 0.775
4 C 0.362
5 N -0.837
6 C -0.764

***

#ii
Below is a single C5H10N2O molecule, with properties calculated with the ωB97M-V functional and the def2-TZVPD basis.

Properties
SMILES	OC1[C@H]2NCCN[C@H]12
LUMO	0.61	eV
HOMO energy	-0.307	Eh
spin multiplicity	1
Kohn-Sham gap	0.329	Eh

Atoms and positions in Å:
1 C 1.3701 -1.2054 -0.7217
2 C 0.5868 -0.5996 0.3845
3 C -0.6680 1.2259 1.0117
4 C -1.6555 0.4808 0.1557
5 C 0.2463 -0.2087 -0.9084
6 H 3.0262 -1.5253 -1.7502
7 H 1.1137 -2.2617 -0.9699
8 H 0.1197 -1.4249 0.8584
9 H 0.5206 0.3843 2.2539
10 H -1.1771 1.3164 2.0828
11 H -0.5872 2.3103 0.7004
12 H -1.9013 -0.3687 0.7753
13 H -2.4219 1.0680 -0.2986
14 H -1.4644 0.3659 -1.9509
15 H 0.7854 0.7526 -0.7944
16 N 0.5751 0.5340 1.1989
17 N -1.1800 -0.0706 -1.1516
18 O 2.7115 -0.7735 -0.8758

natural (NBO) population analysis, charges in e, atoms 1 to 6:
1 C 0.116
2 C -0.124
3 C -0.230
4 C -0.256
5 C -0.127
6 H 0.456

***

#iii
Below is 2 unconnected molecules or ions with the total composition C5H10N2O, with properties calculated with the ωB97M-V functional and the def2-TZVPD basis.

Properties
SMILES	CCc1c[nH]cn1.O
LUMO	0.76	eV
HOMO energy	-0.316	Eh
spin multiplicity	1
Kohn-Sham gap	0.344	Eh

Atoms and positions in Å:
1 N 1.0942 -1.2709 -0.6462
2 C 0.6431 -2.3005 -1.3751
3 C -1.1915 -1.3180 -0.8615
4 C -0.1357 -0.6526 -0.2396
5 N -0.6617 -2.4591 -1.3859
6 C 0.1238 0.1488 2.0494
7 C -0.2595 0.5305 0.6732
8 H 1.2860 -2.9192 -2.0012
9 H -2.2653 -1.1360 -0.8168
10 H -1.1903 -3.1333 -1.9450
11 H 1.1455 -0.2655 2.0168
12 H -0.5773 -0.6638 2.3039
13 H 0.0793 0.9133 2.8432
14 H -1.2634 0.9826 0.5575
15 H 0.4901 1.3263 0.4992
16 O 0.9076 4.2969 -0.2251
17 H 0.1166 4.0617 -0.7611
18 H 1.6586 3.8588 -0.6859

natural (NBO) population analysis, charges in e, atoms 1 to 6:
1 N -0.464
2 C 0.174
3 C -0.140
4 C 0.105
5 N -0.519
6 C -0.595

***

#iv
Below is a molecular structure, C5H10N2O, with properties calculated with the ωB97M-V functional and the def2-TZVPD basis.

Properties
LUMO	0.72	eV
HOMO energy	-0.283	Eh
spin multiplicity	1
Kohn-Sham gap	0.309	Eh

Atoms and positions in Å:
1 C 0.4475 -1.8554 0.6348
2 C 1.4966 1.5387 -0.2206
3 N -0.1004 -0.5135 0.6285
4 C -1.7724 0.2518 0.1540
5 C 0.3485 0.6309 -0.5927
6 C -1.0346 1.1568 -0.5404
7 O 0.6743 -0.0648 -1.7353
8 N -2.8703 -0.3326 0.2653
9 H -0.1024 -0.5781 -1.9992
10 H -0.0004 -0.0813 1.5421
11 H -3.0223 -0.8514 1.1243
12 H -1.2618 2.2000 -0.6759
13 H 1.3326 -1.9818 0.0019
14 H -0.2480 -2.6030 0.2438
15 H 0.8092 -2.2295 1.5925
16 H 1.5131 2.3703 -0.9266
17 H 1.3545 1.9506 0.7763
18 H 2.4363 0.9922 -0.2727

natural (NBO) population analysis, charges in e, atoms 1 to 6:
1 C -0.446
2 C -0.653
3 N -0.605
4 C 0.484
5 C 0.478
6 C -0.568

***

What should be chosen as the most stable of them? Choose #iii.